C36H41N8O2SZr | ωB97M-V/def2-TZVPD

Output
- Kohn-Sham gap (eV) = 6.7177
- total charge = +1
- relative energy (zero: lowest compared OMol25 entry of this formula, charge and spin) (kcal/mol) = 39.3
- molecular weight (g/mol) = 741.1

Each line ends with the Mulliken charge.
Cartesian coordinates (Å):
Zr: -0.09 -0.24 0.04  1.245
S: -1.08 0.21 -2.44  -0.725
O: -1.18 -1.31 1.00  -0.610
O: 0.51 2.56 1.17  0.409
N: -3.15 0.84 -0.69  -0.863
N: 2.02 -1.25 -0.10  1.080
N: -2.35 0.72 0.27  1.224
N: -3.50 0.31 -4.07  0.323
N: -3.73 0.61 -2.81  -0.471
N: 1.50 1.37 -1.28  1.475
N: 0.66 -0.49 2.54  0.832
N: -0.34 -2.28 -1.16  1.136
C: 2.34 3.13 -2.67  -1.166
C: -6.89 0.11 -5.53  -0.510
C: 0.28 -2.31 4.07  -1.264
C: -1.43 3.61 -0.14  -0.846
C: -0.33 -4.71 -2.44  -0.492
C: -2.41 0.71 2.73  0.263
C: -3.02 1.09 3.93  -0.675
C: -5.25 -0.33 -7.23  -0.509
C: 3.03 -0.19 -0.14  -1.317
C: 0.23 0.32 3.48  -0.858
C: 1.26 -2.78 1.84  -0.821
C: -0.05 -0.05 4.78  -0.932
C: 3.85 1.69 -1.53  -1.162
C: 2.75 1.00 -1.02  0.155
C: -0.08 -1.41 5.06  -0.661
C: 0.78 -2.78 -1.64  0.447
C: 2.38 -2.25 0.96  -1.480
C: -6.58 -0.20 -6.85  -0.562
C: 1.31 2.39 -2.12  -0.450
C: -1.51 -4.19 -1.92  -1.020
C: 0.70 -1.80 2.83  0.727
C: 2.74 2.18 2.39  -1.049
C: -4.22 1.73 1.54  -0.526
C: 3.65 2.77 -2.36  -0.709
C: -2.73 0.57 -1.99  0.134
C: -4.56 0.16 -4.98  0.631
C: -4.84 2.07 2.73  -0.685
C: 0.85 -4.00 -2.29  -1.114
C: -4.23 1.76 3.94  -0.692
C: -3.00 1.06 1.53  -0.418
C: -4.24 -0.15 -6.30  -0.460
C: -0.25 3.76 0.80  -0.440
C: -1.48 -2.97 -1.28  -0.570
C: 1.58 3.09 2.01  -0.823
C: -5.88 0.29 -4.59  -0.404
C: 1.98 -1.90 -1.44  -1.132
H: -2.44 -4.73 -2.01  0.455
H: 3.43 2.80 2.94  0.501
H: -1.54 0.29 2.83  0.343
H: 1.12 3.54 2.90  0.494
H: -1.16 3.18 -1.10  -0.056
H: -5.79 2.58 2.71  0.408
H: -0.61 4.22 1.73  0.385
H: -6.12 0.52 -3.56  0.408
H: 2.12 3.94 -3.34  0.494
H: -7.92 0.21 -5.22  0.359
H: 0.31 -3.37 4.25  0.543
H: -0.33 -5.67 -2.95  0.443
H: -4.68 1.99 0.60  0.477
H: 3.98 -0.60 -0.50  0.515
H: 0.27 1.37 3.24  0.605
H: 3.26 1.80 1.52  0.248
H: -2.47 0.97 4.86  0.253
H: 0.47 4.44 0.33  0.392
H: -0.35 -1.76 6.05  0.457
H: 0.28 2.60 -2.38  0.317
H: 2.88 -2.51 -1.60  0.551
H: -3.20 -0.25 -6.60  0.334
H: -7.37 -0.34 -7.57  0.380
H: -0.15 0.69 5.56  0.633
H: -2.35 -2.52 -0.84  0.539
H: 4.86 1.35 -1.29  0.528
H: 4.48 3.32 -2.77  0.457
H: 2.48 1.31 3.02  0.211
H: -4.72 2.00 4.88  0.410
H: 2.85 -3.10 0.46  0.412
H: 1.79 -4.37 -2.67  0.515
H: 1.72 -3.60 2.41  0.698
H: -5.00 -0.57 -8.25  0.359
H: 3.20 0.19 0.87  0.440
H: 0.45 -3.22 1.25  0.238
H: 2.05 3.92 1.45  0.548
H: 3.15 -1.80 1.60  0.604
H: -2.55 0.14 -4.37  0.255
H: -1.81 4.62 -0.30  0.511
H: -2.23 3.01 0.27  0.160
H: 1.96 -1.13 -2.21  0.509

***

C36H42BCrN7S3Se | ωB97M-V/def2-TZVPD

Output
- multiplicity = 5
- Kohn-Sham gap (spin up / spin down) (eV) = 7.2684 / 6.1047
- ⟨S²⟩ = 6.056
- total charge = 0
- relative energy (zero: lowest compared OMol25 entry of this formula, charge and spin) (kcal/mol) = 34.8
- molecular weight (g/mol) = 810.8

Each line ends with the Mulliken charge.
Cartesian coordinates (Å):
Se: -0.60 0.41 0.85  0.395
Cr: -0.37 -0.69 -2.23  0.382
S: -0.83 -1.64 -4.64  -0.498
S: -3.16 1.73 -1.78  -0.226
S: 0.73 -2.56 -1.34  -0.562
N: -1.53 -3.93 -0.52  0.265
N: 0.89 -3.75 -4.39  -0.188
N: -0.35 2.39 2.88  0.662
N: 1.87 -2.00 -5.25  0.360
N: -0.96 -4.40 -2.57  0.456
N: 1.53 1.34 2.63  1.625
N: -2.45 -0.72 -1.60  0.270
C: 1.69 0.01 -2.21  0.981
C: -6.17 -0.12 0.18  -0.291
C: 2.72 3.70 5.24  -0.748
C: 2.80 2.43 -2.04  -0.488
C: 0.67 4.44 0.72  -0.720
C: 3.05 0.03 -1.92  -0.620
C: 2.86 2.65 4.34  -0.995
C: 2.81 -0.83 2.82  -0.841
C: 2.23 -4.02 -4.51  -0.564
C: -5.49 0.94 -0.40  -0.826
C: -0.61 -3.68 -1.52  -0.235
C: 1.64 -1.78 2.93  0.413
C: 2.04 -0.69 -5.83  -0.707
C: -3.68 -0.65 -0.97  -1.026
C: 1.43 2.36 -2.33  -0.951
C: -1.50 -3.34 0.80  -0.879
C: -5.67 -1.41 0.20  -0.925
C: -1.71 4.21 1.77  -0.481
C: 0.62 -1.44 4.01  -1.072
C: 3.59 1.31 -1.87  -0.731
C: 1.52 4.38 5.39  -0.839
C: -2.05 0.43 -2.06  0.156
C: 0.66 -2.49 -4.81  -0.166
C: 0.97 1.07 -2.36  -0.045
C: 2.54 0.46 2.06  -0.905
C: 2.85 -2.94 -5.01  -0.465
C: -4.43 -1.69 -0.40  -0.076
C: 0.40 4.00 4.68  -0.719
C: 0.24 1.41 2.17  -1.838
C: -2.43 -4.86 -0.97  -0.404
C: 0.54 2.97 3.78  0.879
C: -4.26 0.65 -0.98  1.121
C: 1.73 2.28 3.63  0.603
C: -2.09 -5.14 -2.25  -0.884
C: -1.73 2.92 2.61  -1.240
C: -0.83 4.21 0.49  0.068
B: -0.17 -4.78 -3.91  0.707
H: -2.53 -5.87 -2.92  0.486
H: 0.87 3.25 -2.51  0.693
H: 1.09 -1.24 4.99  0.332
H: 3.61 -1.30 2.27  0.467
H: -5.93 1.91 -0.39  0.465
H: -2.20 3.07 3.56  0.421
H: -0.46 -3.36 1.12  0.448
H: 1.15 4.59 -0.26  0.354
H: -2.75 4.39 1.48  0.498
H: 0.44 -5.78 -3.68  -0.217
H: -3.26 -5.23 -0.37  0.512
H: 1.59 0.03 -5.14  0.185
H: 1.13 -1.86 1.96  -0.587
H: 3.59 3.98 5.81  0.426
H: -1.21 4.99 -0.19  0.509
H: 2.65 -4.93 -4.13  0.474
H: -1.00 -4.98 -4.76  -0.164
H: 0.01 -0.57 3.71  0.012
H: 1.47 5.14 6.13  0.440
H: 1.48 -0.63 -6.75  0.317
H: -1.89 -2.33 0.80  0.000
H: 3.87 -2.76 -5.25  0.494
H: 3.20 -0.57 3.81  0.368
H: 2.21 0.23 1.07  -0.216
H: 0.88 5.33 1.38  0.346
H: 2.07 -2.75 3.15  0.511
H: -1.37 5.03 2.42  0.285
H: -0.11 -2.18 4.18  0.464
H: -3.99 -2.69 -0.45  0.357
H: -0.54 4.49 4.82  0.462
H: 3.82 2.16 4.23  0.405
H: -7.13 0.10 0.61  0.388
H: 3.45 1.04 1.99  0.549
H: 3.24 3.43 -2.00  0.395
H: 1.17 3.59 1.18  -0.075
H: 3.10 -0.50 -6.02  0.280
H: -6.27 -2.20 0.64  0.407
H: 3.61 -0.88 -1.83  0.629
H: -0.95 3.24 -0.01  -0.452
H: -2.10 -3.97 1.47  0.291
H: -2.25 2.10 2.09  0.402
H: 4.65 1.34 -1.71  0.453

***

C36H42GeN8O2S3Tc | ωB97M-V/def2-TZVPD

Output
- multiplicity = 4
- Kohn-Sham gap (spin up / spin down) (eV) = 6.8294 / 5.9416
- ⟨S²⟩ = 3.782
- total charge = +2
- relative energy (zero: lowest compared OMol25 entry of this formula, charge and spin) (kcal/mol) = 5.0
- molecular weight (g/mol) = 885.6

Each line ends with the Mulliken charge.
Cartesian coordinates (Å):
Tc: -0.15 -0.52 0.35  0.188
Ge: -0.85 2.94 0.17  0.450
S: -0.24 -3.28 0.25  0.155
S: -0.66 0.11 -4.26  -0.214
S: -2.38 -0.16 1.22  -0.422
O: 2.06 -6.92 -0.47  -0.436
O: 0.56 -0.61 2.13  0.383
N: -2.76 -3.84 1.00  0.173
N: 5.73 -2.70 2.49  -0.533
N: -2.11 -1.63 3.48  0.057
N: -1.74 0.50 3.77  0.089
N: -1.90 -4.99 -0.82  0.414
N: 1.84 -1.21 -0.09  0.314
N: 5.95 -3.84 2.05  -0.367
N: -0.80 -0.47 -1.76  1.329
C: 0.46 1.43 0.18  -0.975
C: -1.74 -4.06 0.16  -1.401
C: -3.90 -4.51 0.85  0.953
C: -3.96 -2.30 -2.49  -0.750
C: 4.18 -5.94 -0.41  -0.792
C: -4.07 -5.47 -0.16  -1.286
C: -2.21 2.59 -1.19  -1.000
C: -3.05 -1.35 -4.51  -0.550
C: -1.60 3.24 1.96  -1.411
C: 3.73 -2.08 -1.27  -1.422
C: -2.01 -0.85 -3.74  1.187
C: -1.77 -1.55 4.90  -0.622
C: 0.23 4.49 -0.34  -1.304
C: 2.52 -1.39 1.09  0.814
C: 2.96 -6.19 0.23  0.720
C: -3.04 -6.69 -2.14  -1.388
C: 1.83 -1.05 2.27  0.781
C: -5.01 -4.20 1.79  -1.386
C: -3.03 -5.71 -1.01  1.018
C: -2.04 -0.45 2.90  0.266
C: 5.15 -5.20 0.23  -0.202
C: -0.10 0.15 -2.67  -0.537
C: -1.93 -1.07 -2.36  -0.605
C: -4.03 -2.08 -3.87  -0.782
C: 4.41 -2.13 2.40  -0.180
C: 3.82 -1.93 1.13  0.050
C: 3.70 -4.92 2.14  -0.486
C: 4.89 -4.64 1.48  -0.146
C: 0.89 -7.33 0.20  -0.598
C: 4.43 -2.24 -0.10  -0.846
C: 2.42 -1.57 -1.22  -0.387
C: -2.93 -1.81 -1.73  0.156
C: 2.47 -1.19 3.48  -0.997
C: 2.74 -5.71 1.52  -0.177
C: 3.77 -1.72 3.53  -0.828
C: -1.40 -0.06 5.08  -0.464
H: -0.93 -2.22 5.13  0.359
H: 4.16 -2.33 -2.23  0.487
H: 1.96 -0.90 4.39  0.431
H: -4.86 -2.47 -4.44  0.451
H: -5.00 -6.02 -0.26  0.541
H: -0.38 5.39 -0.36  0.391
H: 0.81 0.68 -2.44  0.389
H: -5.45 -5.12 2.18  0.439
H: 1.12 -7.92 1.09  0.444
H: 4.35 -6.37 -1.38  0.488
H: -0.34 0.08 5.29  0.242
H: -1.94 4.27 2.04  0.470
H: -4.67 -3.58 2.61  0.212
H: -2.62 -1.84 5.51  0.381
H: -2.33 -2.47 2.93  0.158
H: 1.84 -1.47 -2.13  0.670
H: 1.83 -5.94 2.05  0.465
H: 1.02 1.56 -0.74  0.457
H: 3.53 -4.57 3.14  0.566
H: -2.90 -1.97 -0.66  -0.562
H: -2.97 -6.16 -3.09  0.333
H: -0.83 3.08 2.72  0.402
H: -2.80 1.70 -0.98  0.219
H: -1.54 1.44 3.47  -0.050
H: 0.66 4.35 -1.33  0.375
H: -2.19 -7.37 -2.07  0.323
H: -1.98 0.42 5.86  0.414
H: 1.17 1.59 1.00  0.662
H: -3.10 -1.16 -5.57  0.455
H: -2.90 3.44 -1.25  0.512
H: -5.81 -3.68 1.26  0.339
H: 5.44 -2.62 -0.12  0.891
H: 1.04 4.65 0.37  0.401
H: -1.73 2.48 -2.16  0.253
H: 0.27 -6.47 0.49  0.057
H: 4.26 -1.84 4.49  0.481
H: 6.12 -5.03 -0.23  0.437
H: 0.34 -7.95 -0.51  0.234
H: -2.45 2.59 2.14  0.459
H: -1.10 -5.13 -1.44  0.381
H: -4.76 -2.86 -2.01  0.513
H: -3.96 -7.27 -2.13  0.425

***

C36H42NO | ωB97M-V/def2-TZVPD

Output
- Kohn-Sham gap (eV) = 5.3230
- total charge = -1
- SMILES = CC(C)(C)c1cc([C@@H](c2cc3c4c(c2)CCCN4CCC3)[C@H]2C=Cc3ccccc32)cc(C(C)(C)C)c1[O-]
- molecular weight (g/mol) = 504.7

Each line ends with the Mulliken charge.
Cartesian coordinates (Å):
O: 4.59 1.80 1.19  -0.958
N: -5.05 0.77 0.74  0.052
C: 3.70 -0.33 0.55  -0.912
C: -2.09 -1.45 0.71  -0.980
C: -1.20 -0.63 0.02  0.453
C: 0.60 3.46 1.75  -1.997
C: -3.34 -0.93 1.03  0.412
C: 5.77 -0.81 1.88  -1.736
C: 1.58 -1.98 -2.27  -0.631
C: 5.94 -0.17 -0.57  -1.665
C: 2.75 3.26 3.00  -1.814
C: 1.16 0.82 0.93  0.201
C: -3.30 2.43 -0.87  -0.504
C: -4.57 2.97 -0.21  -0.908
C: -6.02 -0.07 1.40  -0.635
C: 3.58 1.09 0.97  1.351
C: 2.09 3.09 1.63  2.262
C: -5.59 1.88 0.02  -0.629
C: -2.79 -3.02 -3.57  -0.806
C: 0.29 -1.33 -1.95  0.664
C: 2.75 4.01 0.58  -1.744
C: 5.11 -0.93 0.49  2.081
C: -0.73 -4.05 -4.36  -0.898
C: -3.78 0.31 0.48  0.370
C: 5.02 -2.41 0.10  -1.888
C: 1.28 -0.47 0.31  -1.301
C: 0.16 -1.19 -0.35  0.249
C: 1.39 -3.05 -3.13  -1.218
C: -5.38 -0.96 2.44  -0.893
C: -0.04 -3.19 -3.46  0.206
C: 2.58 -1.03 0.21  -1.431
C: -2.10 -2.18 -2.67  0.201
C: -2.87 1.13 -0.26  -0.319
C: -4.19 -1.75 1.93  -0.511
C: 2.24 1.62 1.19  -0.938
C: -1.56 0.66 -0.43  -0.834
C: -0.71 -2.25 -2.65  -0.001
C: -2.14 -3.95 -4.42  -0.394
H: 0.12 2.85 2.55  0.342
H: 5.15 -1.33 2.62  0.335
H: -6.40 2.29 0.61  0.415
H: -5.99 1.59 -0.97  0.265
H: -6.12 -1.66 2.79  0.387
H: -3.47 2.35 -1.96  0.262
H: 0.06 3.32 0.79  0.319
H: 2.66 4.30 3.30  0.481
H: 0.52 4.53 2.02  0.457
H: -4.31 3.43 0.75  0.305
H: -0.22 -4.86 -4.88  0.378
H: -2.48 3.14 -0.73  0.322
H: 2.14 -3.70 -3.57  0.444
H: 0.10 -0.16 -2.14  0.372
H: 5.84 0.25 2.15  0.328
H: 2.57 -1.55 -2.02  0.821
H: -5.05 -0.34 3.28  0.300
H: -0.82 1.28 -0.95  0.455
H: -6.72 0.61 1.87  0.389
H: 5.99 0.88 -0.26  0.342
H: 4.41 -2.96 0.84  0.344
H: 0.17 1.27 1.05  0.480
H: 2.26 3.86 -0.39  0.316
H: -2.62 -1.47 -2.01  0.304
H: 5.41 -0.26 -1.54  0.291
H: 0.22 -2.30 -0.16  0.472
H: 2.65 5.06 0.88  0.459
H: -2.72 -4.59 -5.07  0.366
H: 2.27 2.61 3.73  0.330
H: -3.55 -2.06 2.76  0.369
H: 2.68 -2.04 -0.24  1.541
H: 3.81 2.99 2.93  0.349
H: 6.76 -1.25 1.82  0.466
H: 4.58 -2.53 -0.90  0.286
H: 3.81 3.74 0.52  0.359
H: -3.88 -2.96 -3.59  0.384
H: -6.57 -0.68 0.66  0.283
H: -4.55 -2.66 1.44  0.242
H: -1.78 -2.45 1.04  0.370
H: -4.98 3.74 -0.86  0.391
H: 6.03 -2.84 0.09  0.448
H: 6.94 -0.61 -0.64  0.467

***

C36H43AsN4O2PRu | ωB97M-V/def2-TZVPD

Output
- multiplicity = 6
- Kohn-Sham gap (spin up / spin down) (eV) = 8.0481 / 6.7040
- ⟨S²⟩ = 8.768
- total charge = +2
- relative energy (zero: lowest compared OMol25 entry of this formula, charge and spin) (kcal/mol) = 5.4
- molecular weight (g/mol) = 770.7

Each line ends with the Mulliken charge.
Cartesian coordinates (Å):
Ru: 0.06 0.25 0.30  0.479
As: 0.77 -3.21 0.37  0.547
P: -0.34 0.10 2.91  1.852
O: -2.40 1.77 -0.63  -0.312
O: 1.11 -1.54 0.52  0.102
N: -1.23 -3.57 -4.60  -0.464
N: -1.13 -0.80 -1.01  -0.667
N: -2.16 1.29 0.65  0.406
N: -1.50 -1.48 -3.30  -0.645
C: 0.99 3.99 5.00  -0.743
C: 3.56 0.46 0.73  -2.682
C: 1.26 1.07 -2.26  1.796
C: -0.01 3.98 4.03  -0.494
C: -3.19 0.40 2.68  0.470
C: -4.64 0.20 4.60  -0.789
C: 0.73 2.71 -0.53  1.081
C: -3.17 0.82 1.27  -0.639
C: -0.37 2.80 3.41  -0.828
C: -0.91 -3.67 1.14  -0.980
C: 0.46 -3.36 4.99  -0.549
C: 2.23 0.50 -1.41  1.899
C: 1.62 2.80 5.34  -0.634
C: -0.23 -2.32 4.37  -1.185
C: -0.42 2.91 -2.74  -2.008
C: -2.27 -0.03 4.85  -0.566
C: 0.28 1.60 3.74  0.987
C: 1.76 2.19 0.29  0.098
C: -0.03 3.94 -0.11  -2.235
C: 0.73 -3.84 -1.43  -1.309
C: 1.84 -3.38 4.97  -0.683
C: 1.26 1.61 4.72  -0.272
C: -4.46 0.41 3.25  -0.845
C: 0.51 2.18 -1.82  1.064
C: 2.16 -4.15 1.25  -0.815
C: 2.46 1.03 -0.13  0.960
C: -1.29 -1.18 -2.13  0.609
C: 0.46 -1.30 3.73  0.703
C: 3.09 -0.63 -1.91  -2.605
C: 1.06 0.50 -3.64  -2.497
C: 2.30 2.97 1.46  -1.761
C: -3.54 0.00 5.41  -0.937
C: 1.86 -1.37 3.66  -0.442
C: 2.54 -2.39 4.30  -1.061
C: -2.07 0.13 3.48  0.341
C: -1.37 -2.61 -3.98  0.481
H: 0.43 4.83 -0.55  0.498
H: -1.31 -2.31 4.41  0.581
H: -1.18 -4.67 0.79  0.542
H: -0.82 -3.67 2.22  0.219
H: 0.04 0.60 -4.00  0.594
H: 3.32 -0.51 -2.97  0.502
H: 1.96 -5.22 1.18  0.498
H: 3.50 -0.63 0.75  0.387
H: 2.58 -1.59 -1.78  0.227
H: 1.75 0.69 5.03  0.454
H: -5.32 0.61 2.62  0.446
H: -5.64 0.22 5.03  0.447
H: 3.10 -3.93 0.75  0.396
H: -0.09 -4.13 5.51  0.491
H: 1.30 -0.56 -3.68  0.503
H: 3.52 0.83 1.75  0.495
H: 4.53 0.74 0.32  0.494
H: -1.42 -0.18 5.50  0.573
H: 1.49 -3.36 -2.04  0.383
H: 1.71 1.01 -4.35  0.378
H: -4.14 0.83 0.77  0.302
H: -1.40 3.05 -2.29  0.264
H: -0.05 4.07 0.96  0.223
H: -1.16 2.80 2.67  0.321
H: -0.25 -3.68 -1.87  0.359
H: 2.38 -4.18 5.48  0.444
H: 4.03 -0.69 -1.38  0.468
H: 1.27 4.91 5.49  0.430
H: -0.52 4.90 3.78  0.482
H: 3.63 -2.41 4.27  0.450
H: -1.65 -2.95 0.80  0.277
H: -3.32 1.59 -0.86  0.331
H: 0.93 -4.91 -1.40  0.478
H: 2.38 2.40 2.38  0.193
H: 2.39 2.80 6.10  0.498
H: -1.06 3.91 -0.47  0.361
H: 3.31 3.30 1.20  0.425
H: -3.66 -0.14 6.48  0.446
H: 1.72 3.86 1.68  0.647
H: 2.20 -3.85 2.29  0.023
H: -0.02 3.90 -2.95  0.384
H: 2.42 -0.61 3.12  0.391
H: -0.56 2.41 -3.69  0.464